# C34H52Br30IN5O5P4S

A structure of composition C34H52Br30IN5O5P4S at a distorted geometry (ωB97M-V with the def2-TZVPD basis set, the Open Molecules 2025 dataset).

Computed properties:
- energy relative to the best compared isomer or geometry (same formula, charge and spin) (kcal/mol) = 275.3
- charge = 0
- E_LUMO (eV) = -1.56

```
132
C34H52Br30IN5O5P4S (ωB97M-V with the def2-TZVPD basis set)
I -4.44 -2.81 1.14
Br -2.03 4.60 14.60
Br 5.96 -1.37 -7.13
Br 8.72 -2.99 -6.93
Br 0.79 2.73 9.54
Br -4.25 1.23 4.76
Br 3.35 3.44 7.74
Br 1.26 -1.84 -11.32
Br 4.04 -3.43 -11.12
Br -5.40 -1.38 6.24
Br -5.21 -0.43 10.45
Br -2.07 -0.24 11.14
Br -0.63 -5.29 -12.13
Br -0.20 5.97 2.14
Br -2.76 7.86 2.57
Br 6.96 -2.53 -4.29
Br 0.59 4.95 12.77
Br -3.81 -5.52 -11.76
Br 1.48 2.77 16.52
Br 1.72 0.72 7.21
Br -2.33 -2.72 -11.22
Br 7.88 2.79 -1.58
Br 2.25 -2.98 -8.49
Br 3.20 5.47 16.76
Br 0.37 5.23 18.25
Br -2.11 3.74 11.51
Br -4.20 -0.76 13.48
Br -1.68 6.04 4.99
Br -3.20 0.45 7.70
Br 6.87 0.96 -4.02
Br 6.10 0.18 -1.00
S -0.82 -1.14 -7.98
P -2.98 0.49 0.22
P -0.56 3.39 0.27
P 1.91 0.75 -4.59
P -0.82 1.75 -1.20
O -1.85 4.53 0.15
O 0.39 -0.65 -2.91
O 0.72 4.17 -0.13
O -0.30 2.83 1.85
O -3.26 -0.41 -6.93
N 3.29 -1.61 -5.10
N -3.55 1.99 0.27
N -1.41 0.29 -0.46
N -4.13 1.00 -8.60
N -2.91 0.63 -9.08
C 2.36 -1.93 -3.95
C -4.70 0.41 6.46
C -1.35 4.95 12.82
C -3.88 0.08 11.77
C -2.77 -4.47 -0.75
C -0.50 -2.95 -2.64
C 0.82 -1.26 1.27
C 6.93 -2.78 -6.22
C 7.42 1.00 -2.16
C -2.42 -0.24 -8.06
C 0.30 -0.67 3.91
C 0.28 -0.32 -6.67
C -0.74 -1.36 -2.43
C 2.13 -2.51 3.31
C -2.07 -0.80 -3.14
C -1.19 -3.79 -3.60
C 1.89 -2.31 1.77
C 3.30 1.10 -3.31
C -2.33 -4.37 -12.25
C -1.21 7.04 3.40
C 1.36 -1.68 4.40
C -0.56 0.17 4.99
C 0.08 -0.49 2.38
C -1.59 -2.22 0.01
C -4.38 0.42 -7.31
C -0.90 -1.03 -0.82
C 0.29 -1.38 -5.44
C 0.66 -1.07 -0.30
C 0.72 2.20 -4.36
C 2.28 2.02 8.53
C 2.24 -3.24 -10.41
C -2.96 -2.86 -0.52
C 1.05 -0.93 -4.12
C 1.42 4.70 16.72
H 8.32 0.40 -2.09
H -2.95 0.03 1.60
H -3.47 -4.84 -1.58
H -0.55 7.85 3.72
H 2.84 -1.72 -2.94
H -1.79 -1.95 1.12
H 0.77 2.91 -5.27
H 4.27 -1.71 -4.77
H -3.48 -2.35 -1.38
H -3.97 1.16 11.91
H 1.72 -4.17 -10.60
H -2.94 -0.56 -2.44
H -0.82 -3.08 0.07
H -2.48 -1.44 -3.99
H 3.96 1.90 -3.82
H -1.68 5.96 12.55
H 0.85 -2.30 -5.87
H 0.49 3.24 2.27
H 3.95 0.18 -3.11
H 1.60 -1.85 5.51
H 6.40 -3.70 -6.41
H 2.01 -3.03 -4.05
H 0.91 2.84 -3.43
H -0.71 0.27 2.06
H -0.38 1.85 -4.32
H 2.93 1.50 9.24
H -0.25 0.66 -6.43
H -1.45 -0.44 5.41
H 2.88 1.59 -2.37
H -1.68 -4.76 -0.95
H 0.55 1.59 -1.66
H -5.29 0.51 -6.63
H 3.10 -2.23 -5.89
H -3.96 -0.28 -0.54
H 0.28 -3.47 -1.97
H 1.24 -1.95 -0.79
H -0.93 1.11 4.46
H 0.92 5.09 15.83
H -2.04 4.55 -0.81
H -2.14 -4.40 -3.41
H 2.93 -3.26 3.65
H -0.79 -3.81 -4.68
H -1.77 0.21 -3.63
H 1.24 -0.13 -0.57
H 1.29 -0.22 -7.19
H -3.07 -5.03 0.21
H 2.50 -2.92 1.03
H 0.17 0.49 5.82
H -0.80 -1.73 -5.34
H -5.49 1.02 6.90
H -2.47 -4.09 -13.29
H -3.71 2.22 1.27
```

Atomic partial charges in e from the Mulliken method, atoms 1 to 8: I 0.085; Br -0.032; Br -0.039; Br -0.042; Br 0.093; Br 0.026; Br -0.025; Br -0.012

=====

# C40H30IN7PSrTe

A structure of composition C40H30IN7PSrTe at a distorted geometry (ωB97M-V with the def2-TZVPD basis set, the Open Molecules 2025 dataset).

Computed properties:
- energy relative to the best compared isomer or geometry (same formula, charge and spin) (kcal/mol) = 25.6
- charge = -1
- E_LUMO (eV) = 1.54

```
81
C40H30IN7PSrTe (ωB97M-V with the def2-TZVPD basis set)
I -1.13 -0.11 -3.27
Te -3.96 -0.78 -2.58
Sr -2.20 0.15 -0.02
P 0.97 -0.92 -0.59
N -1.45 -0.94 4.31
N -2.35 3.69 0.25
N -1.48 2.85 -0.15
N -1.06 0.34 4.45
N -2.89 -4.49 2.48
N -1.51 0.15 2.34
N -2.61 -2.11 1.07
C 2.34 -0.34 -3.07
C 1.50 -0.93 2.18
C 1.81 3.26 -1.76
C -3.29 -4.36 1.21
C 1.91 -0.51 0.92
C -5.62 3.97 1.75
C -1.72 -1.01 3.01
C 0.62 2.70 -1.33
C 0.99 -4.93 0.44
C -4.40 4.25 1.20
C -3.95 1.84 0.76
C 4.69 -1.05 -3.32
C 0.01 -5.43 -0.41
C 4.63 -1.76 -2.16
C 2.91 0.46 0.85
C 3.50 0.96 1.99
C -3.15 -3.17 0.50
C 1.24 5.32 -0.66
C 1.39 1.06 -4.77
C 1.20 0.33 -3.63
C -2.36 -3.42 3.05
C -0.66 -4.57 -1.26
C 0.04 4.78 -0.25
C 3.69 0.43 -4.98
C 2.34 -1.02 -1.82
C 3.10 0.51 3.24
C 2.13 4.56 -1.42
C -1.10 0.98 3.27
C 3.45 -1.72 -1.40
C -2.24 -2.22 2.36
C -3.59 3.20 0.74
C 0.62 -2.71 -0.42
C -0.27 3.47 -0.58
C 1.30 -3.59 0.42
C 3.57 -0.33 -3.79
C 2.10 -0.43 3.33
C 2.62 1.15 -5.44
C -6.03 2.64 1.82
C -0.37 -3.22 -1.26
C -5.21 1.63 1.33
H 2.47 2.66 -2.38
H 4.64 0.44 -5.50
H 0.70 -1.66 2.28
H 2.09 -3.22 1.07
H -2.04 -3.50 4.08
H 2.71 1.74 -6.34
H 3.24 0.82 -0.12
H 0.34 1.70 -1.63
H -0.79 0.70 5.35
H -0.92 -2.56 -1.92
H -0.23 -6.49 -0.40
H -0.84 2.00 3.13
H 1.52 -5.60 1.10
H -1.43 -4.94 -1.92
H 3.06 5.00 -1.75
H 3.57 0.90 4.14
H 1.77 -0.80 4.30
H 3.44 -2.23 -0.44
H -6.99 2.40 2.24
H -3.74 -5.23 0.74
H -6.26 4.76 2.12
H 5.60 -1.03 -3.91
H 0.54 1.58 -5.20
H 1.49 6.34 -0.40
H -0.67 5.36 0.33
H -3.46 -3.04 -0.53
H 5.48 -2.32 -1.80
H -4.04 5.26 1.11
H -5.59 0.61 1.38
H 4.28 1.71 1.90
```

Atomic partial charges in e from the Mulliken method, atoms 1 to 8: I 0.161; Te -0.859; Sr 1.551; P 1.241; N -0.763; N -0.807; N 1.092; N 0.170

=====

# C10H27Cl2EuN2OP

A structure of composition C10H27Cl2EuN2OP at a distorted geometry (ωB97M-V with the def2-TZVPD basis set, the Open Molecules 2025 dataset).

Computed properties:
- charge = -1
- <S²> = 12.063
- spin multiplicity = 7
- E_LUMO (alpha / beta) (eV) = 2.49 / 2.49

```
44
C10H27Cl2EuN2OP (ωB97M-V with the def2-TZVPD basis set)
Eu -0.55 -0.88 1.37
Cl -0.11 1.11 2.85
Cl -0.91 -2.86 -0.32
P 0.32 0.43 -0.88
O -1.21 -1.96 2.99
N -0.86 -3.60 4.38
N -2.72 -2.21 4.54
C 2.43 -0.01 -2.53
C 1.81 -0.57 -1.24
C -0.74 2.87 -0.14
C -0.90 0.09 -2.17
C 1.77 2.55 0.26
C -0.69 1.13 -3.27
C 2.87 -0.70 -0.12
C -1.60 -2.59 3.97
C -2.40 0.03 -1.77
C 0.56 2.17 -0.61
H -1.43 3.02 -0.97
H -1.24 2.33 0.67
H -0.45 3.86 0.25
H 1.78 3.64 0.33
H 2.57 1.08 -2.47
H 1.05 -1.76 1.42
H 0.76 2.43 -1.66
H -0.61 -0.91 -2.51
H 2.50 -0.43 0.88
H -2.98 0.15 -2.70
H 2.71 2.22 -0.21
H 0.01 -3.83 3.88
H 3.41 -0.47 -2.63
H 1.83 -0.28 -3.40
H -3.24 -1.40 4.16
H 1.70 2.14 1.28
H 3.19 -1.75 -0.09
H -3.07 -2.71 5.34
H 0.37 1.32 -3.47
H -2.69 0.82 -1.07
H -2.24 -0.56 0.76
H -1.19 2.07 -3.01
H 1.39 -1.57 -1.42
H -1.15 0.73 -4.16
H 3.75 -0.07 -0.34
H -2.65 -0.95 -1.35
H -1.15 -4.14 5.18
```

Atomic partial charges in e from the Mulliken method, atoms 1 to 8: Eu 0.001; Cl -0.654; Cl -0.597; P -0.728; O -0.227; N -0.395; N -0.393; C -1.648

=====

# C5H13N2O

The ion C5H13N2O with charge -1 at a distorted geometry (ωB97M-V with the def2-TZVPD basis set, the Open Molecules 2025 dataset).

Computed properties:
- energy relative to the best compared isomer or geometry (same formula, charge and spin) (kcal/mol) = 143.3
- charge = -1
- E_LUMO (eV) = 3.43

```
21
C5H13N2O (ωB97M-V with the def2-TZVPD basis set)
O 2.97 0.69 0.28
N -3.07 0.47 -0.62
N 1.20 -1.30 -0.55
C -1.22 -0.42 1.11
C 1.99 0.96 -0.63
C -2.18 -0.75 -0.12
C 0.71 0.05 -0.48
C -0.05 0.48 0.83
H 1.78 2.00 -0.47
H -0.37 1.54 0.62
H -3.38 -0.60 0.25
H -1.46 -0.83 -1.02
H -0.01 0.30 -1.27
H -3.37 1.27 0.14
H 2.13 -1.31 -0.09
H -1.89 0.06 2.05
H -0.93 -1.47 1.42
H -2.36 -1.99 -0.09
H 0.64 -1.88 0.11
H 2.32 0.77 -1.67
H 0.64 0.50 1.71
```

Atomic partial charges in e from the Mulliken method, atoms 1 to 8: O -0.907; N -0.709; N -0.645; C -0.444; C -0.856; C -0.470; C 0.038; C -0.688